15
Properties=species:S:1:pos:R:3:forces:R:3:mulliken_charge:R:1 method="wB97M-V/def2-TZVPD" e_above_lowest_kj_mol=215.7 homo_ev=-9.6 gap_ev=8.884
Cl 2.1949 -1.1855 -1.9577 0.16 -0.50 -0.26 -0.13
Cl 1.4791 1.4531 1.2785 0.41 0.85 0.87 -0.17
Cl 3.8151 1.1757 -0.5027 -1.19 0.04 0.33 -0.19
S -0.2923 -1.4078 0.4837 2.51 1.52 -1.36 1.05
O 0.2217 -1.8894 1.7160 0.06 0.16 0.79 -0.53
O -0.9097 -2.2993 -0.4226 -0.37 -0.64 -1.11 -0.54
C -1.2528 0.0715 0.6334 -0.87 -0.52 2.56 -0.51
C 1.6747 -0.4475 -0.5571 -3.13 -0.89 1.06 -0.19
C -1.5793 0.7765 -0.6754 2.61 -1.38 2.78 -1.01
C 2.1717 0.6372 -0.0114 2.01 -0.37 -0.75 0.52
H -0.5947 0.6409 1.3046 -0.65 0.03 -0.44 0.29
H -2.1095 -0.2351 1.3217 0.72 0.13 -1.15 0.41
H -1.9345 0.0672 -1.3186 -0.80 -1.48 -2.18 0.36
H -0.6083 1.1687 -0.8660 0.39 0.79 -1.36 0.26
H -2.2762 1.4742 -0.4266 -1.87 2.27 0.23 0.38

14
Properties=species:S:1:pos:R:3:forces:R:3:mulliken_charge:R:1 method="wB97M-V/def2-TZVPD" e_above_lowest_kj_mol=64.8 homo_ev=-9.5 gap_ev=8.742
Cl 2.0374 -0.9946 1.5854 -0.41 -0.24 -0.43 -0.13
S -0.9620 -1.7778 0.0255 3.24 0.56 -0.57 0.42
F 1.9535 -2.0760 -0.7313 -0.78 0.27 0.20 -0.19
F 1.3556 -3.3704 0.9033 -0.16 0.96 -0.39 -0.23
O -0.9218 -1.8140 -1.4574 -0.52 0.01 0.81 -0.53
C -0.6360 0.8598 -0.4219 -0.15 -0.74 0.58 0.15
C -0.4306 2.3189 -0.3416 -0.65 3.28 2.39 -1.10
C -0.7808 -0.0516 0.5363 -1.54 0.68 2.27 -0.42
C 1.2677 -2.0927 0.4075 -1.06 -1.06 0.77 0.45
H -1.4324 2.9629 -0.3309 1.91 -1.54 -0.61 0.26
H -1.0691 0.1854 1.6634 1.17 -0.66 -2.40 0.29
H 0.0596 2.7713 0.6334 -0.91 -1.62 -1.44 0.28
H 0.2686 2.6981 -1.0906 -0.53 -0.18 -0.37 0.30
H -0.7100 0.3808 -1.3810 0.38 0.27 -0.82 0.44

15
Properties=species:S:1:pos:R:3:forces:R:3:mulliken_charge:R:1 method="wB97M-V/def2-TZVPD" e_above_lowest_kj_mol=106.4 homo_ev=-4.8 total_charge=-1 gap_ev=8.175
Cl -2.5681 -0.4964 0.1495 0.24 0.20 -0.17 -0.37
F 2.4420 0.8571 -0.3816 -0.04 -1.96 3.32 -0.46
O 1.2039 -2.5623 1.3801 -0.10 -0.22 0.62 -0.70
O 0.1038 -2.5527 -0.4662 -0.27 0.18 -0.02 -0.63
N -0.4761 -0.2247 -2.7894 0.05 0.06 0.76 -0.56
N 0.4999 -1.9849 0.5485 0.66 0.50 -0.63 1.08
C -0.5527 0.1434 -0.2068 0.07 -1.00 1.06 1.13
C -0.7095 1.6333 0.0662 0.47 0.18 -0.23 -1.32
C 0.2952 -0.5968 0.7276 -1.03 0.64 -0.39 -1.24
C -0.4925 -0.1485 -1.6375 0.06 -0.02 -0.52 0.29
H 2.2592 0.2621 0.4822 -0.11 2.08 -3.63 0.48
H 0.2068 2.1696 -0.2131 0.08 -0.37 0.10 0.32
H 0.1461 -0.3456 1.7819 0.31 -0.06 -0.41 0.24
H -0.8719 1.7890 1.1406 -0.28 0.02 -0.42 0.36
H -1.4861 2.0575 -0.5819 -0.09 -0.24 0.56 0.37

11
Properties=species:S:1:pos:R:3:forces:R:3:mulliken_charge:R:1 method="wB97M-V/def2-TZVPD" e_above_lowest_kj_mol=244.5 homo_ev=-2.9 total_charge=-1 gap_ev=6.648
Cl -1.1874 -0.3997 3.0636 -1.98 0.71 5.51 -0.80
N 0.3738 -0.1776 -1.4164 -0.68 0.42 0.16 0.02
C -0.1907 -1.0664 -0.5188 0.70 0.34 0.17 -0.67
C 0.0876 0.8801 0.5647 1.09 1.25 -3.10 -0.54
C -0.3363 -0.4366 0.7081 1.14 -1.05 -3.72 -0.06
C 0.4675 1.0698 -0.8276 0.02 -1.30 2.04 -0.48
H 0.2211 1.5921 1.3658 -0.34 0.08 -0.13 0.36
H 0.8816 1.8488 -1.4506 -0.02 0.31 0.44 0.34
H 0.6654 -0.3761 -2.3628 -0.30 0.04 0.25 0.19
H -0.3169 -2.1055 -0.7850 -0.07 0.05 -0.04 0.34
H -0.6658 -0.8290 1.6589 0.43 -0.86 -1.56 0.29

12
Properties=species:S:1:pos:R:3:forces:R:3:mulliken_charge:R:1 method="wB97M-V/def2-TZVPD" smiles="ClC1=CCNN=C1" e_above_lowest_kj_mol=399.3 homo_ev=-8.4 gap_ev=8.319
Cl 1.1436 -2.1534 1.8828 0.25 1.72 -1.45 -0.25
N 0.0952 0.8455 -1.0697 1.64 4.94 -4.54 -0.14
N 1.0999 1.3740 -0.2434 -0.79 -2.42 2.84 -0.59
C -1.1229 0.1752 -0.6915 -0.78 -0.93 1.20 -0.33
C 1.3467 0.5010 0.7075 2.21 1.41 -0.70 0.02
C 0.7153 -0.7756 0.6236 -4.73 -3.16 3.01 0.13
C -0.6525 -0.8884 0.3459 1.24 0.38 0.12 -0.27
H -1.4323 -0.5108 -1.4760 0.16 0.29 -0.81 0.23
H -2.0860 0.7927 -0.5321 1.52 -0.60 0.66 0.27
H -1.3588 -1.7354 0.7573 1.72 1.82 -1.12 0.30
H 2.1348 0.6532 1.5095 -1.09 0.11 -1.31 0.33
H 0.1170 1.7221 -1.8139 -1.36 -3.56 2.10 0.32

12
Properties=species:S:1:pos:R:3:forces:R:3:mulliken_charge:R:1 method="wB97M-V/def2-TZVPD" e_above_lowest_kj_mol=528.9 homo_ev=-8.0 gap_ev=8.725
Cl -2.6733 -1.0826 0.4157 -1.65 -0.97 0.33 -0.11
N -0.3756 1.8948 0.0633 1.75 -1.00 0.38 0.03
N -1.6159 1.4013 0.1157 -1.30 -0.84 0.08 -0.52
C -1.7660 0.1682 -0.0408 6.32 0.85 -0.65 0.30
C 0.8150 1.0261 -0.1668 -0.80 0.34 -0.49 -0.14
C 0.8821 -1.6191 0.0398 -2.00 0.00 0.15 -0.81
C 0.5142 -0.2367 -0.3303 -2.96 0.44 1.67 -0.11
H -0.3818 2.7631 -0.3654 0.20 2.05 -0.76 0.25
H 1.2213 -1.6446 1.0910 -0.15 -0.04 -0.48 0.23
H 1.8412 1.5267 -0.1834 -1.83 -0.49 0.16 0.35
H -0.1118 -2.2178 -0.0346 1.96 0.47 0.05 0.21
H 1.6507 -1.9796 -0.6042 0.46 -0.81 -0.47 0.32

12
Properties=species:S:1:pos:R:3:forces:R:3:mulliken_charge:R:1 method="wB97M-V/def2-TZVPD" smiles="ClC1(C2CC2)N=N1" e_above_lowest_kj_mol=366.2 homo_ev=-10.2 gap_ev=10.335
Cl 3.3658 1.0293 0.0092 0.39 -0.34 -0.36 -0.21
N 2.7806 -1.6436 0.4169 0.00 -0.04 -0.19 -0.21
N 2.3510 -1.4804 -0.7285 0.96 -0.64 -0.62 -0.29
C 0.0106 0.6506 -0.5089 1.69 -1.31 -0.70 -0.53
C 0.9276 0.1145 0.5519 -0.44 -2.26 -1.82 -0.41
C 2.2675 -0.3446 0.1047 -0.58 1.19 1.17 0.66
C -0.2006 -0.7795 0.0750 -1.40 0.97 -0.74 -0.66
H -1.2034 -1.0906 0.6045 2.52 0.75 -0.87 0.27
H -0.4840 1.5026 -0.1266 -1.01 0.64 -0.32 0.35
H 0.2118 -1.4188 -0.7119 -0.89 -0.52 0.59 0.28
H 0.8716 0.4430 1.5200 -0.09 1.22 2.13 0.56
H 0.4950 0.6584 -1.5520 -1.14 0.37 1.72 0.20

13
Properties=species:S:1:pos:R:3:forces:R:3:mulliken_charge:R:1 method="wB97M-V/def2-TZVPD" smiles="O=C1NC=C(Cl)CN1" e_above_lowest_kj_mol=231.4 homo_ev=-8.7 gap_ev=9.343
Cl 2.6203 0.7471 1.2871 0.98 -1.07 -0.43 -0.21
O -2.3760 -0.6189 -1.0740 0.99 -0.18 0.26 -0.64
N -0.1192 -0.9559 -1.1921 -1.10 2.60 2.54 -0.08
N -0.9777 0.8157 0.0299 -4.81 -0.46 2.24 -0.39
C 0.0983 0.9513 1.0823 -1.23 -2.94 0.04 -0.34
C 1.0994 -0.6686 -0.6193 0.65 0.05 1.47 -0.27
C 1.1935 0.1300 0.4993 1.24 0.05 -2.19 0.13
C -1.2294 -0.3366 -0.7379 0.30 1.36 -0.46 0.35
H 0.5694 2.0172 1.3177 -2.05 -2.22 -0.37 0.36
H -0.4064 -1.5799 -1.8364 0.31 -3.05 -2.67 0.12
H -0.2158 0.1716 1.9704 0.54 2.95 -1.06 0.23
H -2.0491 0.6520 0.3999 3.05 2.29 -0.06 0.32
H 1.7925 -1.3249 -1.1269 1.14 0.63 0.68 0.42

15
Properties=species:S:1:pos:R:3:forces:R:3:mulliken_charge:R:1 method="wB97M-V/def2-TZVPD" smiles="CC1=N[C@H](S(=O)(=O)Cl)C=N1" e_above_lowest_kj_mol=151.0 homo_ev=-10.4 gap_ev=9.577
Cl 2.1892 0.3462 2.3896 0.10 0.60 -0.28 -0.15
S 2.4546 0.9618 0.4501 -3.11 -0.01 -0.99 0.99
O 3.1943 -0.0841 -0.1520 0.53 0.10 -0.10 -0.45
O 2.7545 2.3522 0.2777 0.24 -0.67 0.79 -0.49
N 0.2256 -0.5665 -0.4329 0.69 -1.32 0.26 -0.44
N -1.7105 0.5297 -0.1575 0.41 1.60 0.72 -0.50
C 0.6448 0.7867 -0.2839 -1.74 0.23 -0.32 -0.07
C -1.7288 -2.0056 -0.2166 -4.17 3.69 2.56 -1.00
C -1.0594 -0.6961 -0.2846 2.67 0.77 -1.20 0.63
C -0.7861 1.4333 -0.0261 -0.60 -0.54 0.54 -0.05
H -1.1355 -2.7517 -0.4662 2.97 -3.41 -0.67 0.35
H -1.1334 2.4678 0.0629 0.75 -0.20 -0.05 0.41
H -2.0573 -1.9735 0.8909 0.39 -0.83 -1.51 0.22
H 0.8127 1.3068 -1.2524 0.41 -0.53 0.05 0.22
H -2.6646 -2.1068 -0.7990 0.46 0.51 0.23 0.31

15
Properties=species:S:1:pos:R:3:forces:R:3:mulliken_charge:R:1 method="wB97M-V/def2-TZVPD" e_above_lowest_kj_mol=175.0 homo_ev="-8.6 / -8.6" gap_ev="8.696 / 8.491"
Cl -2.2561 -2.4989 1.8079 -0.10 0.05 0.11 -0.21
O -1.6568 0.8666 -3.1181 -0.49 1.70 -3.43 -0.55
O -2.5472 -2.9328 -0.7023 -0.93 -0.95 -2.07 -0.35
O -2.5257 0.7766 -0.1966 -1.56 1.21 0.22 -0.59
N -1.4854 0.2230 -2.1710 -0.10 0.27 1.85 0.52
N -1.6418 0.1733 0.4261 1.65 -1.22 1.90 0.47
C -1.0070 -0.7684 -1.6357 1.92 -3.01 -0.05 -0.43
C -0.9887 0.5776 1.6635 -3.09 -1.54 1.75 -0.90
C -1.0924 -1.0032 -0.1778 -4.68 0.90 -1.83 -0.27
C -2.0556 -2.1924 0.0279 1.51 0.60 2.62 0.44
H 0.0255 0.5870 1.5296 2.64 0.03 -0.18 0.38
H -0.1821 -1.1768 0.1993 3.30 -1.12 1.68 0.52
H -1.3528 1.4913 1.9946 -0.50 2.11 -0.05 0.35
H -1.2914 -0.0589 2.5868 0.65 0.34 -1.83 0.24
H -0.4892 -1.6203 -2.1074 -0.22 0.63 -0.67 0.40

11
Properties=species:S:1:pos:R:3:forces:R:3:mulliken_charge:R:1 method="wB97M-V/def2-TZVPD" smiles="O=C[C@H]1C[C@H]1Cl" e_above_lowest_kj_mol=257.6 homo_ev=-9.8 gap_ev=10.433
Cl -1.5575 0.9941 0.0369 -0.08 -0.24 -0.74 -0.25
O 2.6979 0.1272 0.1968 -3.86 1.57 0.43 -0.49
C 0.5456 -0.7263 -0.3919 3.86 3.14 0.17 -0.24
C -0.3190 -1.4173 0.4706 -2.86 -2.11 3.62 -0.61
C 1.4730 0.3474 0.2131 1.02 0.10 0.54 0.06
C -0.8066 -0.5180 -0.6881 -4.04 0.84 1.78 0.00
H -0.3306 -0.7205 1.3911 -0.72 -2.05 -0.81 0.24
H -1.4547 -0.7848 -1.5261 0.93 -0.33 0.19 0.39
H 0.7658 1.3087 0.7247 2.64 -2.34 -1.16 0.20
H -0.5146 -2.6336 0.6675 0.80 3.71 -0.95 0.25
H 1.0712 -1.2017 -1.0815 2.30 -2.29 -3.07 0.45

11
Properties=species:S:1:pos:R:3:forces:R:3:mulliken_charge:R:1 method="wB97M-V/def2-TZVPD" e_above_lowest_kj_mol=273.0 homo_ev=-7.8 gap_ev=6.417
Cl -0.4090 -0.8938 2.6446 0.09 0.09 0.83 -0.75
O 1.0839 2.3845 0.6260 -0.95 -0.67 -1.09 -0.14
C 0.4091 -0.8791 -0.1133 -0.19 -2.07 -4.12 -0.46
C -0.8781 -0.2414 -0.1340 -1.53 -1.43 -1.67 -0.49
C 0.1787 0.5388 -0.8492 1.36 1.45 1.71 -0.17
C 0.6193 1.6220 -0.0760 1.24 -0.26 0.91 0.53
H -1.1547 0.0285 0.8382 -0.84 0.78 1.36 0.26
H 0.2046 0.7109 -1.8847 0.02 -0.02 -1.18 0.45
H -1.6354 -0.5577 -0.8804 0.44 -0.04 0.90 0.22
H 1.0280 -0.9960 0.7245 0.35 0.52 1.29 0.35
H 0.5535 -1.7167 -0.8957 -0.01 1.65 1.07 0.19

11
Properties=species:S:1:pos:R:3:forces:R:3:mulliken_charge:R:1 method="wB97M-V/def2-TZVPD" e_above_lowest_kj_mol=255.7 homo_ev=-9.3 gap_ev=10.019
Cl 2.3322 -0.3316 0.5332 0.12 0.21 -0.47 -0.14
O -1.2945 -1.8702 -0.6399 3.58 2.40 -0.02 -0.49
C 1.0302 0.0982 -0.4852 -3.24 -1.50 -1.49 0.11
C -0.9340 -0.3525 1.1087 -2.02 0.98 0.26 -0.82
C 0.8093 1.1392 -1.3144 5.22 -1.98 2.86 -0.61
C -0.5610 -1.0012 -0.1650 -1.28 -0.04 -0.33 0.45
H -0.1190 1.2194 -1.6602 -3.44 0.60 -1.91 0.34
H -0.7568 0.7924 0.9804 -0.69 -2.07 0.62 0.32
H -0.1693 -0.7456 1.7525 0.26 0.12 0.98 0.31
H 1.6729 1.7728 -1.5567 -0.79 0.18 0.07 0.26
H -2.0098 -0.7208 1.4466 2.29 1.09 -0.56 0.28

13
Properties=species:S:1:pos:R:3:forces:R:3:mulliken_charge:R:1 method="wB97M-V/def2-TZVPD" smiles="C=C(Cl)C(=C)[P@@H](=O)[O-]" e_above_lowest_kj_mol=19.7 homo_ev=-4.8 total_charge=-1 gap_ev=8.114
Cl -0.2395 -2.4213 -0.6449 0.01 -0.63 0.37 -0.21
P 1.6502 0.7090 0.3051 1.85 1.56 -0.72 0.64
O 2.8374 0.2610 -0.4684 0.06 -0.57 -1.15 -0.72
O 1.6466 2.1304 0.7475 -1.02 0.42 0.07 -0.72
C -1.4670 -0.8573 1.2192 -0.82 0.03 0.77 -0.51
C -0.6039 -0.9315 0.1924 -1.60 -0.98 0.79 -0.02
C 0.0674 0.1694 -0.4465 0.02 2.26 -1.33 0.32
C -0.4453 0.7599 -1.5436 -0.77 -2.17 0.40 -0.77
H -1.3198 0.2128 -1.9945 0.65 1.05 0.25 0.23
H -1.7577 0.1604 1.5391 0.58 -0.51 -0.16 0.26
H 0.0232 1.5565 -2.0926 0.15 0.22 0.09 0.34
H -2.0339 -1.6381 1.8464 1.33 0.75 -1.65 0.26
H 1.6424 -0.1111 1.3408 -0.45 -1.45 2.28 -0.12

11
Properties=species:S:1:pos:R:3:forces:R:3:mulliken_charge:R:1 method="wB97M-V/def2-TZVPD" smiles="C=C(Cl)C(C)=S" e_above_lowest_kj_mol=102.3 homo_ev=-8.8 gap_ev=8.365
Cl 2.0315 -1.6492 0.3669 0.40 -0.13 0.12 -0.15
S -1.2625 -2.0307 -0.4519 -0.56 -0.45 0.07 -0.22
C -0.5128 -0.7305 0.0985 0.82 -0.26 0.06 0.12
C -1.1504 0.4001 0.8494 -0.31 -0.41 0.88 -0.98
C 1.2353 0.5343 -1.0283 0.84 -0.79 0.72 -0.73
C 0.9226 -0.5309 -0.2870 -0.74 1.48 -0.25 0.50
H -2.0139 0.0350 1.4254 -0.05 0.17 -0.70 0.32
H -1.4265 1.0668 0.0377 -0.40 0.54 0.27 0.30
H 0.4591 1.1428 -1.4406 -0.30 0.34 -0.03 0.25
H 2.2657 0.8287 -1.1771 -0.02 -0.18 -0.35 0.29
H -0.5481 0.9336 1.6069 0.31 -0.30 -0.78 0.30

11
Properties=species:S:1:pos:R:3:forces:R:3:mulliken_charge:R:1 method="wB97M-V/def2-TZVPD" e_above_lowest_kj_mol=514.6 homo_ev=-9.0 gap_ev=7.974
Cl 1.4050 1.7624 -0.5269 -1.04 -2.11 0.42 -0.18
S -0.7995 -1.0065 -3.1182 1.22 3.67 2.87 -0.15
C 0.3121 0.2738 -0.6730 -2.13 1.11 -2.72 0.37
C -0.3724 0.3396 -2.0905 -1.35 0.51 -1.31 -0.37
C -0.2391 -0.4680 0.3017 -0.30 -0.53 2.78 -0.08
C 0.2923 -0.3752 1.7844 0.53 0.74 0.82 -0.86
H 0.3343 0.9086 2.2251 0.16 -4.24 -1.52 0.25
H -1.1426 -1.2540 0.3208 2.30 1.98 -1.32 0.25
H -0.7606 1.7006 -2.4135 1.40 -4.47 0.93 0.24
H -0.5277 -0.9804 2.5626 2.97 1.65 -2.31 0.29
H 1.4983 -0.9008 1.6275 -3.78 1.68 1.35 0.24

11
Properties=species:S:1:pos:R:3:forces:R:3:mulliken_charge:R:1 method="wB97M-V/def2-TZVPD" smiles="C=C(C)C(=S)Cl" e_above_lowest_kj_mol=232.8 homo_ev="-8.6 / -8.6" gap_ev="6.965 / 6.960"
Cl -2.3797 1.3799 -0.3308 -0.36 1.32 0.20 -0.12
S -2.1363 -1.5340 -0.6086 2.05 4.24 1.08 -0.24
C 0.8017 -0.9850 -0.2030 0.00 -2.54 0.77 -1.15
C 0.0105 0.2441 0.0936 1.45 -3.30 -0.68 0.63
C 0.5302 1.2822 0.6291 1.01 2.43 -0.05 -0.96
C -1.3179 0.1089 -0.2020 -5.81 -5.45 -2.29 0.19
H 1.5459 1.3660 0.7551 2.40 -0.41 0.69 0.34
H 0.1260 2.2319 0.6199 -1.72 1.62 0.58 0.35
H 1.6825 -1.0662 0.4847 -0.34 0.29 -1.15 0.34
H 0.1523 -1.8971 0.0683 1.09 1.39 -0.40 0.34
H 0.9850 -1.1308 -1.3063 0.22 0.41 1.23 0.28